{"formula": "C24H17N5OS", "method": "ωB97M-V with the def2-TZVPD basis set", "elements": ["C", "C", "N", "C", "C", "C", "C", "N", "N", "C", "N", "C", "S", "C", "C", "C", "O", "C", "C", "C", "C", "C", "C", "C", "C", "C", "C", "N", "C", "C", "C", "H", "H", "H", "H", "H", "H", "H", "H", "H", "H", "H", "H", "H", "H", "H", "H", "H"], "positions_angstrom": [[-5.548, 3.616, 1.692], [-4.764, 2.394, 1.226], [-5.181, 1.077, 1.442], [-4.221, 0.270, 0.969], [-4.274, -1.209, 1.132], [-5.470, -1.919, 0.903], [-5.494, -3.287, 1.077], [-4.387, -3.947, 1.338], [-3.210, -3.278, 1.586], [-3.154, -1.948, 1.453], [-3.176, 1.068, 0.454], [-3.554, 2.392, 0.622], [-2.435, 3.568, -0.017], [-1.526, 2.204, -0.636], [-0.354, 2.359, -1.420], [0.264, 1.196, -1.968], [1.453, 1.249, -2.647], [2.570, 1.709, -1.846], [3.571, 0.635, -1.445], [3.887, -0.354, -2.364], [4.762, -1.357, -2.050], [5.308, -1.410, -0.761], [6.132, -2.465, -0.348], [6.605, -2.474, 0.961], [6.225, -1.466, 1.858], [5.436, -0.414, 1.441], [4.956, -0.360, 0.127], [4.121, 0.657, -0.220], [-0.322, -0.057, -1.724], [-1.434, -0.182, -0.871], [-2.057, 0.943, -0.335], [-6.519, 3.607, 1.255], [-4.991, 4.547, 1.411], [-5.615, 3.584, 2.744], [-6.383, -1.435, 0.610], [-6.430, -3.811, 0.940], [-2.228, -1.451, 1.702], [0.097, 3.350, -1.532], [3.108, 2.533, -2.355], [2.286, 2.151, -0.855], [3.468, -0.328, -3.351], [5.030, -2.147, -2.730], [6.341, -3.283, -1.056], [7.235, -3.252, 1.368], [6.555, -1.427, 2.908], [5.074, 0.297, 2.138], [0.075, -0.971, -2.134], [-1.832, -1.175, -0.691]], "forces_ev_per_angstrom": [[1.84, -0.33, -1.33], [-0.98, -0.04, 0.59], [1.25, 0.12, -0.60], [-0.47, 1.54, 0.39], [-1.20, 0.64, -1.29], [0.61, 1.18, 0.37], [0.78, 0.81, -0.26], [1.79, 0.02, 0.95], [-1.24, -0.35, -0.76], [-0.68, -1.22, 0.60], [-1.50, -0.69, 0.74], [-0.36, -0.32, 0.33], [-0.18, -0.68, 0.17], [1.77, 0.27, -1.27], [-0.13, -1.20, 0.22], [-0.95, 0.37, 1.27], [0.80, 0.44, 0.48], [0.50, 0.99, 1.47], [0.37, -0.09, 1.28], [0.59, -1.02, -0.90], [-0.32, 0.25, 0.19], [-0.23, 0.39, -0.09], [0.68, -0.59, 1.10], [-0.17, -0.32, -0.60], [-0.25, 1.31, 0.35], [0.30, -1.05, 0.15], [-0.07, -0.04, -0.37], [-1.16, 0.26, -1.36], [-0.62, 0.47, 0.74], [0.02, -0.01, -0.56], [1.53, 0.03, -0.98], [-0.80, 0.18, -0.28], [-0.58, -0.77, 0.14], [-0.27, 0.06, 1.30], [-0.06, 0.47, 0.02], [0.20, -0.43, 0.02], [0.26, -0.21, -0.03], [-0.18, -0.38, -0.16], [-0.41, -0.55, -0.23], [-0.40, -0.31, -0.93], [-0.31, 0.10, -0.28], [-0.06, -0.06, -0.40], [0.04, 0.48, 0.46], [0.04, -0.25, -0.36], [-0.05, -0.44, -0.65], [-0.09, 0.75, 0.47], [0.34, 0.09, -0.12], [0.03, 0.15, 0.00]], "homo_ha": -0.2908, "spin_multiplicity": 1, "smiles": "Cc1nc(-c2ccnnc2)n2c1sc1cc(OCc3ccc4ccccc4n3)ccc12", "homo_lumo_gap_ev": 7.8, "charge": 0, "relative_energy_kj_mol": 33.71}

{"formula": "C24H18BeClN2OTe", "method": "ωB97M-V with the def2-TZVPD basis set", "elements": ["Be", "Cl", "C", "C", "C", "C", "O", "C", "C", "N", "C", "C", "C", "C", "C", "C", "C", "C", "N", "C", "C", "H", "H", "H", "H", "H", "H", "H", "H", "H", "H", "C", "Te", "C", "C", "C", "C", "C", "C", "C", "H", "H", "H", "H", "H", "H", "H", "H"], "positions_angstrom": [[0.919, 1.307, 0.219], [2.011, -4.404, -3.269], [2.060, -2.951, -2.251], [2.959, -2.828, -1.239], [2.944, -1.711, -0.398], [2.068, -0.687, -0.576], [2.033, 0.296, 0.278], [1.131, -0.783, -1.661], [0.357, 0.290, -2.085], [0.175, 1.268, -1.245], [-0.589, 2.446, -1.484], [-1.470, 2.777, -2.510], [-2.025, 4.059, -2.443], [-1.839, 4.991, -1.414], [-0.927, 4.627, -0.389], [-0.498, 5.478, 0.672], [0.494, 5.117, 1.536], [1.028, 3.845, 1.413], [0.682, 3.026, 0.451], [-0.287, 3.361, -0.475], [1.133, -1.951, -2.512], [3.692, -3.608, -1.167], [3.574, -1.659, 0.464], [-0.054, 0.350, -3.086], [-1.768, 2.043, -3.241], [-2.721, 4.327, -3.289], [-2.359, 5.927, -1.538], [-1.040, 6.403, 0.688], [0.776, 5.699, 2.417], [1.706, 3.402, 2.126], [0.435, -2.124, -3.313], [-1.650, -1.203, 0.582], [-1.001, 0.301, 1.967], [0.193, -1.269, 2.796], [-0.357, -2.561, 2.219], [-0.015, -3.786, 2.810], [-0.559, -4.908, 2.286], [-1.536, -4.881, 1.252], [-1.829, -3.689, 0.681], [-1.206, -2.535, 1.136], [-1.166, -0.987, -0.367], [-2.692, -1.284, 0.400], [0.126, -1.229, 3.894], [1.223, -1.113, 2.553], [0.688, -3.875, 3.621], [-0.235, -5.911, 2.597], [-2.044, -5.771, 0.967], [-2.537, -3.636, -0.074]], "forces_ev_per_angstrom": [[-0.24, 0.31, 0.26], [0.18, 0.70, 0.58], [-1.84, -0.11, -1.76], [0.82, 0.71, 0.96], [0.92, -1.91, -0.32], [-1.89, 0.15, -0.60], [0.38, 0.79, 0.52], [1.10, -2.34, -1.64], [-0.66, 1.45, 0.80], [-0.97, 0.21, -1.02], [0.51, -0.82, -0.53], [0.85, -0.19, 1.75], [-1.60, 1.12, -0.94], [0.41, -1.75, -1.19], [0.61, -0.12, -0.06], [-0.49, -0.16, -0.81], [-0.57, 0.65, 0.84], [0.13, -0.99, -0.31], [-0.51, -1.10, -0.48], [-0.04, 1.97, 0.77], [1.07, 0.17, 1.36], [0.28, -0.19, 0.52], [0.52, -0.01, 0.21], [-0.18, -0.22, -0.09], [0.05, 0.14, -0.30], [0.80, -0.17, 1.11], [0.16, 0.23, 0.54], [0.14, 0.60, 0.52], [-0.08, 0.08, -0.57], [0.29, 0.34, 0.17], [-0.20, 0.42, -0.16], [1.04, -0.30, -0.29], [-0.08, -0.20, -0.18], [-0.57, -0.19, 0.55], [0.48, 0.28, 0.67], [0.22, 0.62, -0.42], [-0.87, -2.31, -0.98], [1.35, -0.03, 1.33], [0.80, 0.22, 0.71], [-0.20, 0.95, 0.47], [0.00, -0.02, -0.07], [-1.06, 0.57, 0.09], [-0.18, -0.11, -0.41], [0.65, 0.15, -0.38], [0.13, 0.24, 0.15], [-0.23, 0.60, 0.30], [-0.11, -0.58, -0.27], [-1.28, 0.18, -1.39]], "homo_ha": -0.4025, "spin_multiplicity": 1, "homo_lumo_gap_ev": 6.8, "charge": 1}

{"formula": "C24H18Cl3O6S2", "method": "ωB97M-V with the def2-TZVPD basis set", "elements": ["C", "O", "C", "S", "C", "C", "C", "C", "C", "C", "O", "O", "S", "C", "C", "C", "C", "C", "C", "O", "O", "H", "H", "H", "H", "H", "H", "H", "H", "H", "H", "H", "H", "H", "Cl", "C", "Cl", "C", "O", "C", "C", "C", "C", "C", "C", "C", "Cl", "C", "H", "H", "H", "H", "H"], "positions_angstrom": [[-1.313, 4.004, -3.447], [-1.239, 2.826, -2.668], [-0.591, 2.930, -1.462], [-0.894, 1.545, -0.358], [-2.647, 1.900, -0.260], [-3.120, 2.727, 0.728], [-4.464, 3.041, 0.774], [-5.324, 2.517, -0.170], [-4.842, 1.679, -1.155], [-3.499, 1.366, -1.194], [-0.664, 0.228, -1.053], [-0.293, 1.773, 1.002], [0.458, 4.275, -0.884], [1.920, 3.329, -0.476], [2.342, 3.236, 0.828], [3.475, 2.509, 1.127], [4.171, 1.875, 0.117], [3.740, 1.971, -1.190], [2.610, 2.702, -1.486], [0.894, 5.177, -2.015], [-0.241, 4.856, 0.322], [-1.147, 3.741, -4.492], [-2.309, 4.433, -3.333], [-0.565, 4.727, -3.131], [-2.426, 3.142, 1.442], [-4.836, 3.702, 1.539], [-6.372, 2.770, -0.143], [-5.511, 1.276, -1.899], [-3.097, 0.729, -1.965], [1.766, 3.722, 1.601], [3.818, 2.445, 2.147], [5.052, 1.301, 0.351], [4.289, 1.484, -1.981], [2.260, 2.795, -2.503], [0.509, -2.392, -0.997], [0.963, -4.079, -0.969], [1.628, -4.537, -2.524], [2.037, -4.224, 0.064], [3.179, -3.928, -0.192], [1.660, -4.715, 1.403], [0.380, -5.233, 1.635], [0.048, -5.653, 2.916], [0.963, -5.576, 3.943], [2.230, -5.085, 3.703], [2.571, -4.657, 2.442], [-0.549, -5.358, 0.523], [-2.062, -6.152, 0.779], [-0.258, -4.877, -0.695], [-0.940, -6.038, 3.089], [0.692, -5.900, 4.935], [2.952, -5.035, 4.499], [3.553, -4.270, 2.231], [-0.957, -5.027, -1.502]], "forces_ev_per_angstrom": [[-0.29, 0.12, 0.12], [0.10, -0.60, -1.14], [1.80, 0.15, 2.70], [1.34, 1.28, -0.73], [0.53, -1.26, 0.35], [0.12, 0.45, 0.64], [0.17, 0.08, 0.11], [-0.36, 0.00, -0.12], [-0.15, 0.08, -0.09], [0.01, -0.34, -0.62], [-0.77, 2.45, 1.56], [-1.12, -0.62, -2.82], [-2.67, -0.52, -0.44], [-0.21, 0.83, 0.72], [-0.22, 0.28, 0.40], [0.19, -0.08, 0.09], [0.22, -0.11, 0.27], [-0.04, 0.05, -0.23], [0.09, 0.01, -0.64], [-0.67, -1.32, 2.44], [2.57, -0.68, -2.26], [-0.04, -0.09, 0.00], [-0.19, 0.17, -0.07], [-0.26, -0.04, -0.38], [0.11, 0.05, 0.09], [-0.04, 0.11, 0.15], [-0.20, 0.03, 0.01], [-0.12, -0.09, -0.13], [0.03, -0.17, -0.06], [-0.07, 0.05, 0.06], [0.03, -0.07, 0.18], [0.19, -0.13, 0.05], [0.04, -0.10, -0.12], [-0.08, -0.03, -0.10], [-0.28, 0.91, 0.14], [-0.54, -0.39, -0.17], [0.21, -0.36, -0.80], [1.40, 0.05, 0.53], [-0.07, -0.01, 0.04], [-0.67, -0.05, 0.12], [0.13, -0.08, 0.47], [-0.21, -0.04, -0.14], [-0.01, -0.01, 0.10], [0.18, -0.03, 0.24], [0.23, 0.11, -0.28], [0.42, 0.52, -1.20], [-0.10, -0.10, -0.01], [-0.77, -0.65, 0.76], [-0.15, -0.10, 0.11], [-0.09, -0.07, 0.15], [0.12, 0.03, 0.15], [0.20, 0.13, -0.04], [-0.01, 0.19, -0.16]], "homo_ha": -0.1085, "spin_multiplicity": 1, "homo_lumo_gap_ev": 4.1, "charge": -1}

{"formula": "C24H18F5IrN8", "method": "ωB97M-V with the def2-TZVPD basis set", "elements": ["Ir", "C", "C", "C", "C", "C", "C", "N", "C", "C", "C", "C", "C", "N", "C", "C", "C", "C", "C", "C", "N", "H", "H", "H", "H", "H", "H", "H", "H", "H", "H", "H", "H", "H", "H", "H", "N", "N", "N", "C", "N", "N", "H", "H", "H", "F", "C", "C", "C", "F", "C", "F", "C", "F", "C", "F"], "positions_angstrom": [[0.052, -0.291, -0.008], [-1.827, -0.468, 2.957], [-0.338, -0.489, 3.104], [0.201, -0.671, 4.378], [1.560, -0.629, 4.579], [2.386, -0.343, 3.496], [1.826, -0.165, 2.257], [0.472, -0.294, 2.045], [2.634, 0.229, 1.084], [3.979, 0.550, 1.071], [4.559, 0.930, -0.132], [3.817, 0.953, -1.307], [2.478, 0.612, -1.246], [1.936, 0.302, -0.060], [1.565, 0.410, -2.391], [1.901, 0.797, -3.663], [1.077, 0.421, -4.722], [0.000, -0.391, -4.460], [-0.316, -0.762, -3.151], [-1.430, -1.736, -2.931], [0.415, -0.296, -2.115], [-2.271, -0.086, 3.874], [-2.220, -1.475, 2.812], [-2.147, 0.168, 2.134], [-0.476, -0.835, 5.206], [1.980, -0.782, 5.564], [3.453, -0.250, 3.633], [4.574, 0.513, 1.971], [5.610, 1.188, -0.159], [4.291, 1.200, -2.245], [2.799, 1.369, -3.842], [1.310, 0.724, -5.734], [-0.617, -0.766, -5.264], [-1.644, -2.250, -3.865], [-2.348, -1.248, -2.615], [-1.138, -2.486, -2.195], [-2.408, -4.661, 0.868], [-2.395, -3.356, 0.471], [-3.500, -2.678, 0.264], [-3.046, -1.457, 0.029], [-1.712, -1.433, 0.099], [-1.305, -2.663, 0.400], [-3.340, -5.036, 0.726], [-1.685, -5.192, 0.393], [-3.684, -0.619, -0.189], [-2.304, 0.851, -1.649], [-1.788, 1.808, -0.890], [-0.683, 1.492, -0.039], [-0.188, 2.580, 0.751], [0.836, 2.390, 1.559], [-0.735, 3.833, 0.716], [-0.266, 4.801, 1.455], [-1.829, 4.085, -0.142], [-2.353, 5.253, -0.189], [-2.355, 3.046, -0.954], [-3.365, 3.303, -1.738]], "forces_ev_per_angstrom": [[0.12, 0.00, -0.10], [0.00, 0.03, -0.07], [0.04, 0.04, 0.00], [-0.02, -0.01, -0.01], [0.02, -0.01, 0.03], [0.01, 0.02, -0.01], [-0.02, -0.01, 0.03], [-0.04, -0.05, -0.05], [0.02, 0.05, 0.02], [0.00, -0.01, 0.03], [0.03, 0.01, -0.01], [-0.04, 0.00, 0.00], [0.06, 0.03, -0.06], [-0.12, -0.04, 0.06], [-0.06, -0.02, -0.01], [0.01, -0.02, 0.02], [0.02, 0.02, -0.04], [-0.03, -0.01, 0.00], [0.01, 0.00, 0.07], [0.06, -0.05, 0.01], [-0.01, 0.01, 0.02], [0.00, 0.00, 0.01], [-0.02, -0.03, -0.01], [0.02, -0.02, 0.03], [0.00, 0.00, 0.00], [0.00, 0.00, 0.00], [0.00, -0.01, 0.00], [-0.01, -0.01, 0.00], [0.00, 0.00, 0.00], [0.00, 0.00, -0.01], [0.00, 0.01, 0.00], [0.00, 0.00, 0.00], [0.01, 0.00, 0.00], [0.01, 0.00, 0.00], [-0.03, 0.01, 0.02], [-0.04, 0.02, -0.03], [0.00, 0.02, 0.01], [-0.01, 0.06, 0.02], [0.02, -0.01, -0.03], [-0.01, 0.05, 0.00], [0.12, -0.03, 0.06], [-0.04, -0.03, 0.00], [0.00, -0.03, 0.00], [0.00, -0.02, 0.00], [-0.01, 0.00, 0.00], [0.00, 0.03, -0.01], [0.03, -0.01, 0.02], [-0.13, -0.02, 0.00], [-0.01, -0.04, -0.01], [0.07, 0.00, 0.01], [0.00, 0.00, 0.00], [0.00, 0.02, -0.01], [0.01, -0.08, -0.02], [-0.02, 0.06, 0.00], [0.03, 0.05, 0.02], [-0.02, 0.00, -0.01]], "homo_ha": [-0.6558, -0.6555], "s_squared": 0.7697, "spin_multiplicity": 2, "homo_lumo_gap_ev": [7.4, 5.1], "charge": 3, "relative_energy_kj_mol": 0.66}